The following is a quantum chemistry calculation of C11H22N2Na2Ni2O11 as an isolated structure in a non-equilibrium geometry, from OMol25.

Computed properties:
<S²>: 6.018
2S+1: 5
Net charge: 0
Kohn-Sham gap (spin up / spin down), eV: 6.40 / 6.10
E, eV: -128186.6870
E_LUMO (spin up / spin down), eV: -1.4353 / -1.4512

XYZ file:
```
50
Properties=species:S:1:pos:R:3:lowdin_spin:R:1
Ni -34.8525 16.4363 8.4532 1.407
Ni -37.4368 13.9664 7.3556 1.711
Na -32.4352 12.4948 10.0794 0.000
Na -36.4538 11.2335 10.0454 0.000
O -38.0284 13.0357 10.7949 0.012
O -33.7243 14.7385 9.1611 0.020
O -38.1656 12.4764 8.6899 0.046
O -37.6358 15.7257 6.3905 0.062
O -30.7378 12.0811 5.5861 0.000
O -35.5911 14.4542 8.0949 0.084
O -37.6714 17.9220 6.0273 0.162
O -30.3801 17.1478 9.0123 0.000
O -35.9717 17.0634 7.0049 0.336
O -38.3200 14.5709 9.1287 0.138
O -34.6913 12.7478 9.1970 0.003
N -34.2148 11.3670 6.4785 0.000
N -31.1139 14.4819 10.3399 0.000
C -29.9300 14.7751 9.5042 0.000
C -31.7910 11.4502 6.2415 0.000
C -29.4974 16.2605 9.6460 0.000
C -33.2582 13.2729 5.2440 0.000
C -30.2063 18.5112 9.3370 0.000
C -33.1402 11.7783 5.5612 0.000
C -29.6995 11.2716 5.0671 0.000
C -34.6822 13.9664 8.8413 0.005
C -30.1030 14.3183 8.0631 0.000
C -37.0852 16.8716 6.3459 0.007
C -38.3039 13.3606 9.6240 0.007
H -30.7474 13.4445 8.0206 0.000
H -31.8357 11.7243 7.3069 0.000
H -31.8315 15.0858 9.9222 0.000
H -34.2129 11.8860 7.3562 0.000
H -30.1002 10.4053 4.5353 0.000
H -28.5020 16.3915 9.2128 0.000
H -31.7425 10.3575 6.1604 0.000
H -29.0983 14.2134 9.9410 0.000
H -33.1800 11.2537 4.6049 0.000
H -32.5241 13.6212 4.5147 0.000
H -29.3353 18.9657 8.8660 0.000
H -30.4445 15.1481 7.4438 0.000
H -31.1222 19.0380 9.0752 0.000
H -35.0522 11.7630 6.0524 0.001
H -29.5636 16.3961 10.7322 0.000
H -28.9853 10.9842 5.8427 0.000
H -34.2772 13.4718 4.9139 0.000
H -29.2072 11.9170 4.3399 0.000
H -29.1197 14.0849 7.6524 0.000
H -30.1640 18.6212 10.4269 0.000
H -31.0297 14.9654 11.2342 0.000
H -32.9965 13.8775 6.1190 0.000
```